(1)
{"formula": "C5H8N2O", "method": "ωB97M-V/def2-TZVPD", "e_above_lowest_kcal_mol": 105.7, "orbital_gap_ev": 9.77, "e_lumo_ev": 1.1, "elements": ["O", "N", "N", "C", "C", "C", "C", "C", "H", "H", "H", "H", "H", "H", "H", "H"], "positions_angstrom": [[-1.309, 0.552, 1.087], [1.253, -1.183, 0.081], [-0.681, 1.507, -1.325], [-0.157, -1.098, -0.360], [0.077, 0.214, 1.516], [-0.835, -0.758, 0.961], [1.032, 0.308, 0.321], [0.108, 0.338, -0.966], [1.861, 0.910, 0.379], [0.339, 0.785, 2.343], [2.053, -1.441, -0.486], [-1.464, -1.318, 1.573], [0.834, 0.084, -1.726], [-1.144, 1.820, -0.474], [-0.572, -1.971, -0.830], [-1.395, 1.251, -2.096]]}

=====

(2)
{"formula": "C5H8N2O2", "method": "ωB97M-V/def2-TZVPD", "e_above_lowest_kcal_mol": 152.3, "orbital_gap_ev": 7.93, "e_lumo_ev": 0.8, "elements": ["O", "O", "N", "N", "C", "C", "C", "C", "C", "H", "H", "H", "H", "H", "H", "H", "H"], "positions_angstrom": [[0.145, -1.631, -0.669], [-1.922, 0.807, 1.163], [-2.403, -1.073, -0.026], [-0.148, 2.071, -0.505], [-0.106, 0.778, -0.838], [0.027, -0.379, -0.095], [2.635, -0.485, 0.157], [1.542, 0.255, 0.340], [-1.609, -0.027, 0.339], [-0.117, 2.393, 0.460], [-3.367, -1.030, 0.265], [2.626, -1.335, -0.510], [0.232, -2.266, 0.055], [1.546, 1.004, 1.127], [3.542, -0.299, 0.715], [-0.457, 2.806, -1.118], [-2.165, -1.589, -0.858]]}

=====

(3)
{"formula": "C5H8N2O2", "method": "ωB97M-V/def2-TZVPD", "e_above_lowest_kcal_mol": 86.6, "orbital_gap_ev": 7.82, "smiles": "[H]/N=c1\\oc(O)cn1CC", "e_lumo_ev": 0.6, "elements": ["O", "O", "N", "N", "C", "C", "C", "C", "C", "H", "H", "H", "H", "H", "H", "H", "H"], "positions_angstrom": [[-2.067, -0.715, -0.318], [-3.229, 1.372, -0.058], [0.005, 0.083, 0.242], [-0.229, -2.328, -0.242], [2.352, 0.443, -0.428], [-0.841, 1.187, 0.347], [1.387, -0.116, 0.658], [-0.878, -1.262, -0.204], [-2.052, 0.734, -0.041], [1.826, 0.358, -1.419], [-0.636, 2.259, 0.691], [-0.683, -3.048, -0.696], [1.636, 0.144, 1.657], [-3.921, 0.691, -0.139], [2.597, 1.505, -0.349], [3.268, -0.095, -0.379], [1.464, -1.212, 0.679]]}

=====

(4)
{"formula": "C5H8N2O2", "method": "ωB97M-V/def2-TZVPD", "e_above_lowest_kcal_mol": 56.6, "orbital_gap_ev": 9.84, "smiles": "CC1=NOC[C@H]1C(N)=O", "e_lumo_ev": 0.5, "elements": ["O", "O", "N", "N", "C", "C", "C", "C", "C", "H", "H", "H", "H", "H", "H", "H", "H"], "positions_angstrom": [[1.577, -1.354, -1.149], [-2.267, -1.261, -0.030], [2.208, 0.184, 0.447], [-2.169, 0.099, -0.314], [-0.034, -0.590, 0.473], [-0.970, 0.504, -0.122], [1.341, -0.658, -0.157], [-0.906, -1.820, 0.080], [-0.673, 1.939, -0.427], [1.900, 0.755, 1.236], [-1.503, 2.421, -1.010], [-0.494, -2.181, -0.902], [0.292, 2.113, -0.973], [-0.965, -2.577, 0.862], [3.147, 0.429, -0.017], [-0.505, 2.508, 0.466], [0.021, -0.511, 1.536]]}

=====

(5)
{"formula": "C5H8N2O2", "method": "ωB97M-V/def2-TZVPD", "e_above_lowest_kcal_mol": 79.5, "orbital_gap_ev": 9.28, "smiles": "[H]/N=C\\N=C(\\C)C(=O)OC", "e_lumo_ev": -0.1, "elements": ["O", "O", "N", "N", "C", "C", "C", "C", "C", "H", "H", "H", "H", "H", "H", "H", "H"], "positions_angstrom": [[0.645, -1.192, 0.225], [1.880, 0.527, -0.638], [-3.254, -1.237, -0.187], [-1.524, 0.672, -0.071], [1.778, -2.011, 0.098], [-0.031, 2.453, 0.305], [-0.352, 1.049, -0.043], [-2.279, -0.426, -0.541], [0.844, 0.108, -0.177], [1.374, -2.848, 0.699], [-0.681, 2.685, 1.243], [2.070, -2.363, -0.920], [-2.176, -0.531, -1.609], [-3.465, -1.224, 0.773], [2.614, -1.294, 0.505], [1.010, 2.515, 0.396], [-0.438, 3.028, -0.589]]}

=====

(6)
{"formula": "C5H8N2O2S", "method": "ωB97M-V/def2-TZVPD", "e_above_lowest_kcal_mol": 100.4, "orbital_gap_ev": 9.14, "e_lumo_ev": 0.3, "elements": ["S", "O", "O", "N", "N", "C", "C", "C", "C", "C", "H", "H", "H", "H", "H", "H", "H", "H"], "positions_angstrom": [[1.973, -1.044, 0.445], [3.595, -0.824, -0.019], [1.515, -2.129, -0.415], [-1.198, 0.120, -0.065], [3.055, 2.295, 0.063], [1.191, 0.532, -0.065], [-2.548, 0.666, 0.099], [-0.123, 0.887, -0.163], [-1.059, -1.318, -0.031], [2.154, 1.587, -0.067], [-0.449, -1.860, -0.744], [3.626, 0.133, -0.067], [-2.968, 0.492, 1.149], [-0.219, 1.966, -0.154], [-0.410, -1.685, 0.903], [-2.210, -1.642, -0.050], [-2.563, 1.663, -0.363], [-3.363, 0.160, -0.458]]}

=====

(7)
{"formula": "C5H8N2O3", "method": "ωB97M-V/def2-TZVPD", "e_above_lowest_kcal_mol": 140.9, "orbital_gap_ev": [8.13, 8.24], "e_lumo_ev": [0.5, 0.4], "elements": ["O", "O", "O", "N", "N", "C", "C", "C", "C", "C", "H", "H", "H", "H", "H", "H", "H", "H"], "positions_angstrom": [[-0.195, -1.087, -3.354], [-2.033, -1.678, -2.139], [-2.174, 0.248, 0.356], [-0.006, 0.671, -0.327], [2.151, 0.628, 0.759], [-0.492, -1.119, 1.375], [1.135, 1.396, -0.073], [-0.831, 0.209, 0.838], [1.987, -0.532, 1.293], [-1.131, -1.369, -2.754], [1.532, 1.587, -1.006], [2.951, 1.054, 0.931], [0.427, -0.077, -0.837], [-2.252, -0.075, -0.502], [0.760, 2.178, 0.506], [-0.838, 1.084, 1.696], [-0.064, -1.181, 2.319], [-0.926, -1.935, 0.918]]}

=====

(8)
{"formula": "C5H8N2O3", "method": "ωB97M-V/def2-TZVPD", "s2": 2.009, "e_above_lowest_kcal_mol": 0.0, "orbital_gap_ev": [7.99, 8.69], "spin_multiplicity": 3, "e_lumo_ev": [0.7, -0.7], "elements": ["O", "O", "O", "N", "N", "C", "C", "C", "C", "C", "H", "H", "H", "H", "H", "H", "H", "H"], "positions_angstrom": [[1.068, 1.630, 0.622], [3.551, 0.222, 0.608], [4.004, 2.328, 1.428], [-0.155, 1.405, 1.349], [0.814, -0.145, -0.959], [-0.005, -1.297, -0.246], [-0.901, 1.535, 0.034], [3.831, 1.236, 1.098], [0.027, -1.023, 1.230], [0.495, 1.220, -0.582], [1.730, -0.315, -0.578], [-1.263, 2.575, -0.347], [0.702, 1.852, -1.499], [-1.618, 0.825, -0.127], [0.453, -2.245, -0.405], [0.892, -1.015, 1.840], [-1.046, -1.304, -0.753], [-0.840, -0.981, 1.838]]}